[1]
{"formula": "C4H5NO3", "method": "ωB97M-V with the def2-TZVPD basis set", "e_homo_ev": -8.2265, "orbital_gap_ev": 8.7, "energy_ev": -11858.9295, "relative_energy_kcal_mol": 70.83, "lumo_energy_ev": 0.46, "symbols": ["C", "C", "C", "N", "C", "O", "O", "O", "H", "H", "H", "H", "H"], "coordinates": [[0.21172, -0.74067, 0.12982], [1.70534, 0.70994, 1.00450], [-0.36360, 0.66160, 0.01651], [-1.50124, 0.87528, -0.65362], [0.57354, 1.48528, 0.55522], [1.32867, -0.60047, 0.96625], [-0.70430, -1.63203, 0.63933], [0.71724, -1.10272, -1.16058], [-0.24461, -2.40329, 0.99408], [1.44290, -1.73166, -1.05835], [-1.92431, 0.10929, -1.14745], [-1.77040, 1.81410, -0.89787], [0.52903, 2.55534, 0.61217]]}

***

[2]
{"formula": "C38H58BrCl2O9PS", "method": "ωB97M-V with the def2-TZVPD basis set", "e_homo_ev": -8.4324, "orbital_gap_ev": 8.5, "energy_ev": -173978.2339, "relative_energy_kcal_mol": 122.51, "lumo_energy_ev": 0.11, "smiles": "C#C[C@](CCCCCCCCCCCC)(O[C@H]([C@@](Cc1ccccc1C)(OC)P(O)Br)S(C)(=O)=O)/C(Cl)=C(/C)Cl.O=C1CCCO1.O=C1CCCO1", "symbols": ["C", "C", "C", "C", "C", "C", "C", "C", "C", "C", "C", "C", "C", "C", "C", "O", "C", "C", "C", "C", "C", "C", "C", "C", "C", "C", "O", "C", "P", "O", "Br", "S", "C", "O", "O", "C", "Cl", "C", "C", "Cl", "H", "H", "H", "H", "H", "H", "H", "H", "H", "H", "H", "H", "H", "H", "H", "H", "H", "H", "H", "H", "H", "H", "H", "H", "H", "H", "H", "H", "H", "H", "H", "H", "H", "H", "H", "H", "H", "H", "H", "H", "H", "H", "H", "H", "H", "H", "O", "C", "C", "C", "C", "O", "H", "H", "H", "H", "H", "H", "O", "C", "C", "C", "C", "O", "H", "H", "H", "H", "H", "H"], "coordinates": [[-0.47406, 1.86388, -1.03387], [-0.54975, 1.37887, 0.07138], [-0.80812, 0.99540, 1.58031], [-1.49379, 2.18703, 2.37943], [-2.10890, 3.34017, 1.47212], [-3.40022, 2.92319, 0.65832], [-4.61314, 2.39754, 1.54127], [-5.88464, 3.37743, 1.36670], [-7.20835, 2.50884, 1.43064], [-8.42624, 3.09783, 0.60829], [-9.80052, 2.33806, 0.92939], [-9.97917, 0.99696, 0.09738], [-10.96683, 0.05711, 0.92344], [-11.10062, -1.40531, 0.33432], [-11.64330, -1.46115, -1.16366], [0.33015, 0.40931, 2.21763], [1.51407, 1.20603, 2.13438], [2.59667, 0.48651, 1.15998], [2.80030, 1.42176, -0.12134], [4.24020, 2.03064, -0.26049], [4.75807, 3.07413, 0.65927], [6.11232, 3.67760, 0.49382], [7.01897, 3.27475, -0.60610], [6.54354, 2.21712, -1.53216], [5.16952, 1.59945, -1.36802], [4.76841, 0.49917, -2.43642], [3.77826, 0.26791, 1.93132], [4.63852, -0.75258, 1.40354], [1.69829, -1.13754, 0.61833], [1.85286, -2.22949, 1.92743], [2.68759, -2.04858, -1.20989], [2.13516, 1.33112, 3.90085], [2.38893, -0.33231, 4.66009], [1.02700, 1.93785, 4.69368], [3.28829, 2.23532, 4.04063], [-1.90623, -0.18272, 1.51232], [-2.62438, -0.61350, -0.10432], [-2.34160, -0.89122, 2.59952], [-3.39578, -2.05568, 2.35820], [-1.75656, -0.53682, 4.25664], [-0.45633, 2.50079, -1.95148], [-0.83019, 2.69039, 3.13608], [-2.36837, 1.76807, 2.96634], [-2.44301, 4.15010, 2.20173], [-1.33548, 3.85181, 0.81753], [-3.72063, 3.84733, 0.07661], [-3.14508, 2.16122, -0.14382], [-4.94054, 1.41413, 1.07623], [-4.39234, 2.30497, 2.63823], [-5.81245, 4.02766, 0.45209], [-5.84063, 4.06810, 2.26859], [-7.53418, 2.50063, 2.52094], [-7.07410, 1.43653, 1.10871], [-8.56947, 4.19469, 0.81645], [-8.19749, 2.95385, -0.49115], [-10.66397, 3.01670, 0.64005], [-9.89648, 2.12091, 2.03095], [-10.42174, 1.16781, -0.92348], [-8.97401, 0.50656, -0.04405], [-12.00755, 0.50043, 0.94835], [-10.63916, -0.02952, 2.00880], [-11.87860, -1.94438, 0.96607], [-10.15552, -2.01744, 0.38090], [-12.76481, -1.31671, -1.14993], [-11.21249, -0.62258, -1.78943], [-11.40080, -2.46040, -1.61516], [1.30503, 2.27297, 1.83703], [2.08107, 2.29852, -0.14771], [2.59373, 0.86426, -1.08956], [4.12288, 3.45730, 1.50388], [6.46143, 4.49003, 1.18950], [8.03062, 3.71131, -0.80028], [7.23152, 1.91586, -2.37425], [3.68482, 0.59335, -2.76231], [5.42234, 0.53383, -3.35646], [4.90859, -0.51414, -1.96386], [5.66929, -0.55409, 1.84008], [4.37088, -1.80372, 1.70209], [4.75100, -0.60083, 0.29046], [1.14259, -2.89719, 1.83354], [2.96531, -1.03714, 4.00632], [2.86088, -0.18127, 5.67876], [1.35060, -0.74147, 4.85343], [-3.61393, -2.64285, 3.28802], [-4.29260, -1.57669, 1.88072], [-2.98214, -2.77910, 1.58643], [7.40352, -0.73409, -4.15711], [8.50151, -0.82646, -3.69079], [9.66315, -1.57352, -4.29582], [10.62201, -1.67168, -3.12699], [10.28283, -0.43119, -2.32445], [8.87915, -0.21579, -2.53725], [10.07949, -0.98078, -5.11305], [9.35525, -2.55514, -4.65161], [11.67060, -1.72083, -3.42172], [10.39527, -2.56600, -2.54006], [10.82738, 0.45205, -2.66942], [10.47403, -0.57019, -1.26038], [4.05622, -8.56605, -4.28328], [3.77922, -7.49297, -3.82643], [3.39831, -6.26454, -4.61701], [3.55196, -5.16386, -3.58476], [3.26011, -5.88537, -2.28906], [3.72604, -7.22735, -2.49226], [2.36491, -6.36502, -4.95531], [4.06692, -6.12041, -5.46380], [2.89865, -4.30768, -3.75631], [4.58494, -4.80467, -3.58376], [2.19053, -5.91736, -2.06299], [3.78615, -5.43744, -1.44579]]}

***

[3]
{"formula": "C2H14O4", "method": "ωB97M-V with the def2-TZVPD basis set", "e_homo_ev": -10.8362, "orbital_gap_ev": 11.0, "energy_ev": -10489.8333, "relative_energy_kcal_mol": 40.23, "lumo_energy_ev": 0.14, "smiles": "CC.O.O.O.O", "symbols": ["C", "C", "H", "H", "H", "H", "H", "H", "O", "H", "H", "O", "H", "H", "O", "H", "H", "O", "H", "H"], "coordinates": [[-0.61068, 0.56003, -3.07375], [-1.68144, -0.43550, -3.51975], [0.26279, 0.37530, -3.74967], [-0.32538, 0.38614, -2.01751], [-0.78320, 1.63496, -3.23541], [-2.50884, -0.29740, -2.80979], [-2.14472, -0.09256, -4.43558], [-1.36544, -1.59058, -3.57293], [1.49379, -2.23553, 0.87483], [1.43671, -2.71513, 0.09012], [2.04715, -2.61255, 1.42756], [-1.62113, 1.23976, 2.77885], [-1.03443, 0.63777, 2.45759], [-1.47021, 1.49903, 3.70902], [1.57984, 2.05363, -0.69928], [1.01229, 1.36858, -0.61447], [2.43160, 1.75410, -0.36138], [0.38359, -0.93519, 2.98747], [0.28206, -1.66030, 2.36235], [1.22353, -0.41592, 2.77615]]}